This record from the Open Molecules 2025 dataset describes a 2-piece molecular cluster, C4H10O2 overall in a non-equilibrium geometry. The level of theory is ωB97M-V/def2-TZVPD.

```
16
Properties=species:S:1:pos:R:3:mulliken_charge:R:1
C 1.3152 -1.3299 0.4912 -0.998
C 1.1756 0.1724 0.5301 -0.147
C -0.0143 0.7417 0.4804 0.572
O -1.1576 -0.0338 0.5703 -0.538
C -0.2509 2.1802 0.0891 -1.326
H 1.7579 -1.6414 -0.4616 0.257
H 0.3555 -1.8474 0.5110 0.201
H 1.9688 -1.7572 1.2475 0.339
H 2.1201 0.6822 0.3792 0.335
H -1.8688 0.4731 0.9758 0.287
H -0.3894 2.8938 0.9042 0.308
H -1.1328 2.2531 -0.5496 0.381
H 0.5687 2.4968 -0.5435 0.331
H -1.0839 -2.4753 -1.4232 0.314
H -1.6532 -0.9608 -1.4258 0.312
O -1.7111 -1.8473 -1.7751 -0.630
```

## Properties
Structure (SMILES)   C/C=C(/C)O.O
Relative energy (zero: lowest compared OMol25 entry of this formula, charge and spin)   117.8 kJ/mol
Energy   -308.85331 Ha
HOMO-LUMO gap   9.58 eV